# 1
{
  "formula": "C21H25MgN6O2S4",
  "method": "wB97M-V/def2-TZVPD",
  "symbols": ["Mg", "S", "S", "S", "S", "O", "C", "C", "C", "C", "C", "C", "C", "N", "C", "C", "N", "H", "H", "H", "H", "H", "H", "H", "C", "C", "N", "C", "C", "N", "C", "C", "H", "H", "H", "H", "H", "H", "H", "H", "H", "H", "H", "H", "N", "C", "O", "C", "C", "C", "C", "N", "C", "H", "H", "H", "H", "H", "H"],
  "xyz": [[0.42, 0.25, 0.60], [0.31, 0.22, 3.07], [-1.15, -1.10, 3.83], [-3.01, -0.81, 3.02], [-3.26, -1.86, 1.26], [2.30, 0.34, 0.24], [3.36, 1.06, 0.19], [4.65, 0.46, 0.19], [5.80, 1.21, 0.11], [5.74, 2.60, 0.02], [4.51, 3.21, 0.02], [3.32, 2.48, 0.11], [2.02, 3.16, 0.13], [0.82, 2.62, 0.06], [-0.07, 3.67, 0.07], [0.59, 4.85, 0.16], [1.92, 4.52, 0.19], [4.69, -0.62, 0.26], [6.76, 0.70, 0.12], [6.65, 3.19, -0.05], [4.47, 4.29, -0.08], [-1.14, 3.51, 0.01], [0.25, 5.87, 0.19], [2.69, 5.15, 0.30], [0.34, -2.73, 1.19], [0.59, -4.23, 0.92], [0.75, -4.49, -0.52], [1.96, -3.80, -0.96], [1.92, -2.30, -0.57], [0.58, -1.95, -0.05], [-0.42, -2.37, -1.06], [-0.40, -3.91, -1.22], [0.99, -2.33, 1.97], [-0.69, -2.55, 1.49], [-0.25, -4.82, 1.29], [1.49, -4.59, 1.42], [2.03, -3.92, -2.05], [2.82, -4.29, -0.52], [2.15, -1.66, -1.42], [2.64, -2.07, 0.21], [-0.18, -1.86, -2.00], [-1.40, -2.02, -0.71], [-0.34, -4.19, -2.27], [-1.31, -4.35, -0.81], [-3.45, 0.35, -3.57], [-3.98, 1.29, -2.73], [-4.88, 2.03, -3.08], [-3.38, 1.38, -1.37], [-4.08, 2.05, -0.36], [-3.52, 2.12, 0.90], [-2.27, 1.55, 1.12], [-1.60, 0.92, 0.16], [-2.15, 0.83, -1.05], [-3.94, 0.22, -4.44], [-2.98, -0.45, -3.19], [-5.05, 2.47, -0.59], [-4.04, 2.60, 1.72], [-1.75, 1.66, 2.07], [-1.56, 0.31, -1.80]],
  "nbo_charge": [1.757, -0.823, -0.098, -0.093, -0.748, -0.919, 0.414, -0.253, -0.204, -0.301, -0.159, -0.226, 0.391, -0.561, -0.089, -0.107, -0.523, 0.201, 0.199, 0.201, 0.176, 0.213, 0.212, 0.412, -0.312, -0.254, -0.421, -0.254, -0.252, -0.532, -0.285, -0.254, 0.231, 0.267, 0.208, 0.189, 0.187, 0.195, 0.204, 0.223, 0.176, 0.253, 0.187, 0.213, -0.823, 0.668, -0.616, -0.213, -0.101, -0.251, 0.094, -0.592, 0.091, 0.398, 0.396, 0.235, 0.227, 0.255, 0.189],
  "total_energy_ev": -84011.265,
  "homo_ev": -3.32,
  "orbital_gap_ev": 5.67,
  "e_above_lowest_kj_mol": 21.02,
  "total_charge": -1,
  "lumo_ev": 2.35
}

=====

# 2
{
  "formula": "C35H82NO4PS",
  "method": "wB97M-V/def2-TZVPD",
  "symbols": ["C", "C", "O", "C", "P", "N", "S", "C", "C", "C", "C", "O", "C", "C", "C", "C", "O", "O", "H", "H", "H", "H", "H", "H", "H", "H", "H", "H", "H", "H", "H", "H", "H", "H", "H", "H", "H", "H", "H", "H", "H", "H", "H", "H", "C", "C", "C", "C", "C", "C", "H", "H", "H", "H", "H", "H", "H", "H", "H", "H", "H", "H", "H", "H", "C", "C", "C", "C", "C", "C", "H", "H", "H", "H", "H", "H", "H", "H", "H", "H", "H", "H", "H", "H", "C", "C", "C", "C", "C", "C", "H", "H", "H", "H", "H", "H", "H", "H", "H", "H", "H", "H", "H", "H", "C", "C", "C", "C", "C", "C", "H", "H", "H", "H", "H", "H", "H", "H", "H", "H", "H", "H", "H", "H"],
  "xyz": [[3.85, -0.39, 3.32], [2.74, 0.47, 3.92], [1.66, 0.68, 3.03], [1.97, 1.41, 1.88], [1.04, 3.04, 1.69], [0.95, 2.79, -0.12], [1.13, 3.47, 3.89], [-0.82, 3.03, 1.74], [-1.45, 4.38, 2.16], [-2.33, 4.28, 3.43], [-3.79, 3.98, 3.12], [-4.12, 2.65, 3.54], [1.88, 4.65, 1.33], [2.99, 5.16, 2.25], [4.12, 4.17, 2.53], [5.14, 4.84, 3.41], [5.23, 4.68, 4.62], [5.95, 5.70, 2.72], [4.66, 0.25, 2.96], [4.30, -1.06, 4.04], [3.50, -0.94, 2.44], [3.13, 1.41, 4.31], [2.32, -0.05, 4.77], [1.71, 0.80, 1.02], [3.04, 1.62, 1.78], [1.87, 2.61, -0.50], [0.35, 2.01, -0.35], [0.33, 2.52, 4.36], [-1.20, 2.81, 0.75], [-1.17, 2.24, 2.41], [-2.04, 4.75, 1.33], [-0.69, 5.13, 2.35], [-2.22, 5.20, 4.00], [-1.94, 3.46, 4.02], [-4.43, 4.67, 3.66], [-4.00, 4.09, 2.05], [-4.58, 2.21, 2.83], [1.13, 5.43, 1.22], [2.32, 4.53, 0.34], [2.61, 5.59, 3.17], [3.45, 5.99, 1.72], [3.78, 3.31, 3.09], [4.58, 3.83, 1.60], [6.78, 5.74, 3.21], [3.49, -5.60, -0.35], [3.81, -5.40, 1.12], [2.80, -6.05, 2.06], [1.37, -5.52, 1.94], [1.23, -4.02, 2.17], [1.64, -3.57, 3.57], [2.53, -5.15, -0.63], [4.25, -5.15, -0.98], [3.44, -6.66, -0.60], [3.88, -4.33, 1.34], [4.80, -5.82, 1.33], [3.15, -5.94, 3.09], [2.78, -7.13, 1.87], [0.74, -6.05, 2.67], [0.97, -5.77, 0.96], [0.18, -3.74, 2.01], [1.80, -3.46, 1.42], [1.06, -4.08, 4.34], [1.49, -2.49, 3.69], [2.70, -3.77, 3.76], [-5.06, 6.60, -0.92], [-5.94, 7.61, -0.20], [-6.47, 7.11, 1.14], [-7.36, 5.87, 1.06], [-8.60, 6.01, 0.18], [-9.56, 7.09, 0.66], [-5.60, 5.69, -1.17], [-4.67, 7.01, -1.86], [-4.20, 6.32, -0.30], [-6.78, 7.89, -0.85], [-5.37, 8.52, -0.03], [-7.01, 7.92, 1.63], [-5.62, 6.89, 1.79], [-7.67, 5.61, 2.08], [-6.77, 5.02, 0.71], [-9.12, 5.05, 0.17], [-8.30, 6.22, -0.85], [-9.90, 6.89, 1.68], [-10.45, 7.13, 0.02], [-9.11, 8.08, 0.65], [6.09, -8.78, -5.97], [5.47, -7.81, -4.96], [5.51, -8.33, -3.52], [4.73, -9.62, -3.29], [3.25, -9.56, -3.66], [2.47, -8.52, -2.85], [5.55, -9.72, -6.01], [6.08, -8.35, -6.97], [7.13, -9.00, -5.71], [4.45, -7.59, -5.26], [6.02, -6.87, -5.00], [5.13, -7.55, -2.86], [6.55, -8.50, -3.23], [4.81, -9.89, -2.23], [5.19, -10.44, -3.84], [2.80, -10.54, -3.49], [3.13, -9.35, -4.72], [2.54, -8.73, -1.78], [1.41, -8.53, -3.12], [2.84, -7.51, -3.02], [-3.49, 0.81, -5.62], [-3.83, 0.08, -4.32], [-3.36, 0.82, -3.07], [-1.84, 1.00, -2.97], [-1.03, -0.29, -3.01], [-1.33, -1.24, -1.85], [-2.41, 0.91, -5.75], [-3.88, 0.28, -6.48], [-3.92, 1.82, -5.63], [-3.42, -0.93, -4.35], [-4.92, -0.03, -4.27], [-3.72, 0.28, -2.19], [-3.83, 1.80, -3.03], [-1.62, 1.53, -2.03], [-1.50, 1.66, -3.77], [0.03, -0.03, -2.98], [-1.19, -0.81, -3.96], [-1.14, -0.75, -0.89], [-0.70, -2.13, -1.90], [-2.37, -1.58, -1.87]],
  "lowdin_charge": [-0.071, -0.290, -0.237, -0.325, 0.642, -0.182, 0.575, -0.293, -0.256, -0.181, -0.249, -0.069, -0.297, -0.269, -0.139, -0.491, 0.097, 0.091, 0.066, 0.074, 0.074, 0.087, 0.117, 0.089, 0.090, 0.024, 0.002, -0.161, 0.063, 0.084, 0.097, 0.067, 0.109, 0.086, 0.107, 0.105, 0.071, 0.090, 0.076, 0.089, 0.117, 0.066, 0.129, 0.117, -0.110, -0.266, -0.228, -0.229, -0.267, -0.104, 0.067, 0.071, 0.056, 0.095, 0.105, 0.101, 0.109, 0.109, 0.100, 0.105, 0.094, 0.077, 0.059, 0.066, -0.109, -0.267, -0.229, -0.234, -0.270, -0.111, 0.065, 0.069, 0.065, 0.098, 0.104, 0.102, 0.102, 0.110, 0.096, 0.104, 0.098, 0.075, 0.068, 0.065, -0.112, -0.270, -0.229, -0.228, -0.268, -0.115, 0.064, 0.068, 0.074, 0.098, 0.104, 0.092, 0.110, 0.109, 0.100, 0.104, 0.098, 0.069, 0.070, 0.061, -0.112, -0.270, -0.230, -0.229, -0.269, -0.108, 0.065, 0.069, 0.075, 0.098, 0.104, 0.100, 0.109, 0.095, 0.103, 0.102, 0.099, 0.068, 0.068, 0.066],
  "total_energy_ev": -67429.321,
  "homo_ev": -8.56,
  "orbital_gap_ev": 8.97,
  "e_above_lowest_kj_mol": 36.88,
  "smiles": "CCOCP(N)(S)(CCCCO)CCCC(=O)O.CCCCCC.CCCCCC.CCCCCC.CCCCCC",
  "total_charge": 0,
  "lumo_ev": 0.41
}

=====

# 3
{
  "formula": "C7H6O5STm",
  "method": "wB97M-V/def2-TZVPD",
  "symbols": ["C", "C", "C", "C", "S", "C", "O", "O", "C", "O", "O", "C", "O", "H", "H", "H", "H", "H", "H", "Tm"],
  "xyz": [[-1.72, -0.75, 2.24], [-0.91, 0.42, 1.89], [0.35, 0.01, 1.02], [0.38, -0.16, -0.40], [-0.91, 0.28, -1.62], [0.05, 1.16, -2.95], [-1.65, 1.49, -0.94], [-1.78, -0.77, -2.13], [1.72, -0.92, -0.58], [1.70, -1.89, -1.29], [2.71, -0.85, 0.44], [1.88, -0.17, 1.34], [2.40, 0.68, 2.02], [-2.83, -0.79, 2.16], [-1.16, -1.73, 2.49], [-1.24, 1.41, 2.28], [1.16, 0.94, -2.87], [-0.31, 0.87, -3.97], [-0.03, 2.30, -2.85], [0.20, -1.52, 3.71]],
  "mulliken_spin": [0.019, -0.015, -0.005, 0.011, -0.004, 0.060, 0.876, 0.018, 0.001, 0.002, 0.001, -0.001, -0.002, -0.001, 0.000, 0.000, 0.011, 0.010, 0.012, 1.008],
  "total_energy_ev": -57915.491,
  "homo_ev": [-21.69, -21.69],
  "spin_multiplicity": 3,
  "orbital_gap_ev": [8.10, 5.82],
  "e_above_lowest_kj_mol": 0.00,
  "total_charge": 3,
  "lumo_ev": [-13.60, -15.86]
}

=====

# 4
{
  "formula": "CH2NO3S",
  "method": "wB97M-V/def2-TZVPD",
  "symbols": ["C", "N", "O", "O", "O", "S", "H", "H"],
  "xyz": [[-1.00, 0.12, 0.36], [-1.80, 0.51, 1.20], [1.22, -0.04, -2.08], [3.07, -0.37, -0.64], [-1.78, 0.81, 2.40], [1.66, -0.77, -0.83], [-1.59, -0.27, -0.60], [0.21, 0.00, 0.19]],
  "nbo_charge": [-0.241, 0.050, -0.986, -0.972, -0.413, 1.243, 0.179, 0.141],
  "total_energy_ev": -19534.342,
  "homo_ev": [-5.16, -2.48],
  "orbital_gap_ev": [9.04, 5.38],
  "e_above_lowest_kj_mol": 440.04,
  "total_charge": -1,
  "lumo_ev": [3.88, 2.90]
}

=====

# 5
{
  "formula": "H2NPS2",
  "method": "wB97M-V/def2-TZVPD",
  "symbols": ["N", "P", "S", "S", "H", "H"],
  "xyz": [[-1.47, -0.37, -0.02], [1.31, 0.72, 0.00], [3.21, 0.19, 0.08], [0.05, -0.90, 0.43], [-1.63, -0.17, -0.94], [-1.47, 0.53, 0.46]],
  "mulliken_spin": [0.011, 0.852, 0.863, 0.263, 0.004, 0.007],
  "total_energy_ev": -32479.825,
  "homo_ev": [-7.22, -9.47],
  "spin_multiplicity": 3,
  "orbital_gap_ev": [7.66, 6.49],
  "e_above_lowest_kj_mol": 0.00,
  "total_charge": 0,
  "lumo_ev": [0.44, -2.98]
}

=====

Question: Number 2 is which compound?
Answer: C35H82NO4PS